(1)
# C29H64FeGeN4O4SSbSi3

A structure of composition C29H64FeGeN4O4SSbSi3 in a non-equilibrium geometry (ωB97M-V/def2-TZVPD, the Open Molecules 2025 dataset).

Computed properties:
total energy: -177172.4623 eV
HOMO-LUMO gap (spin up / spin down): 6.1 / 6.3 eV
energy above the lowest of the compared OMol25 structures with the same formula, charge and spin: 43.7 kcal per mole
2S+1: 5
net charge: -1
E_HOMO (spin up / spin down): -4.3517 / -4.5312 eV
max |F|: 0.0962 hartree/bohr

Each line ends with the Löwdin spin population.
CARTESIAN COORDINATES (ANGSTROEM)
1 Sb -3.279 0.359 1.112  0.001
2 Ge 2.807 0.039 0.356  0.017
3 Fe -0.641 -0.280 -0.943  3.572
4 S -1.318 4.643 2.037  0.000
5 Si 3.670 2.169 -0.726  0.005
6 Si 3.972 0.482 2.569  0.003
7 Si 3.773 -2.048 -0.476  0.002
8 O -1.676 4.913 3.449  0.000
9 O 0.035 4.133 1.802  0.000
10 O -0.116 3.691 -2.410  0.033
11 O -2.260 3.631 1.404  0.000
12 N -0.938 -1.693 -2.206  0.040
13 N -1.679 -2.975 -4.068  0.007
14 N 0.963 -0.533 0.047  0.124
15 N -0.897 1.548 -1.595  0.044
16 C 2.979 3.712 0.186  0.001
17 C 5.837 0.875 2.389  0.001
18 C -4.072 -1.462 2.068  0.001
19 C -3.531 1.303 3.118  0.001
20 C -1.310 -4.266 -3.443  0.001
21 C -2.750 -0.781 -3.507  0.005
22 C -2.485 -5.020 -2.804  0.000
23 C 0.274 0.716 1.982  0.025
24 C -0.200 -0.415 4.084  0.022
25 C 0.089 -1.706 2.010  0.019
26 C -1.561 6.146 1.062  0.000
27 C 2.974 1.986 -2.544  0.000
28 C -0.519 2.622 -2.047  0.037
29 C -5.139 0.795 -0.001  -0.002
30 C 5.516 2.505 -0.968  0.001
31 C 3.282 -3.473 0.643  0.000
32 C -4.070 -2.586 1.056  0.000
33 C -5.113 2.187 -0.589  0.000
34 C 0.012 0.761 3.357  0.001
35 C -0.180 -1.638 3.370  -0.001
36 C 2.970 -1.936 -2.199  -0.001
37 C -3.364 -3.172 -6.004  0.000
38 C -4.867 1.975 3.394  0.000
39 C -1.938 -2.831 -5.505  0.001
40 C 3.117 1.970 3.384  0.001
41 C -1.767 -1.887 -3.274  0.018
42 C 0.393 -0.526 1.282  0.008
43 C 5.696 -1.905 -0.595  0.001
44 C 3.908 -0.962 3.843  0.000
45 H -3.261 0.554 3.900  0.000
46 H 2.365 1.060 -2.641  0.000
47 H 2.509 -2.948 -2.381  0.000
48 H -3.421 -2.894 -7.078  0.000
49 H -6.111 2.702 -0.665  0.000
50 H -4.821 2.470 4.351  0.000
51 H -2.268 -6.095 -2.847  0.000
52 H -4.537 -3.547 1.348  0.000
53 H -4.547 2.217 -1.519  0.000
54 H -3.486 -1.678 2.977  0.000
55 H -4.685 -2.318 0.166  0.000
56 H -3.448 -4.784 -3.326  0.000
57 H -0.537 -4.140 -2.646  0.000
58 H -5.743 1.279 3.404  0.000
59 H 6.235 0.986 3.446  0.000
60 H -0.225 -2.393 -2.220  0.004
61 H -0.381 -0.340 5.160  0.001
62 H 5.936 3.176 -0.181  0.000
63 H -4.127 -2.579 -5.457  0.000
64 H 2.969 -3.189 1.632  0.000
65 H 2.682 1.785 4.393  0.000
66 H -1.638 -1.860 -5.856  0.000
67 H 3.786 4.444 0.412  0.000
68 H -2.698 2.083 3.170  0.000
69 H 3.747 -1.814 -2.969  0.000
70 H 0.089 -2.663 1.541  0.001
71 H 5.972 -1.566 -1.574  0.000
72 H 0.429 1.658 1.481  0.001
73 H 6.519 0.181 1.869  0.000
74 H -0.403 -2.543 3.895  -0.001
75 H 2.332 3.614 1.072  0.000
76 H -4.534 2.800 0.138  0.000
77 H -2.585 -4.748 -1.725  0.000
78 H -2.354 6.754 1.479  0.000
79 H 2.359 2.501 2.839  0.000
80 H -0.842 -4.866 -4.247  0.000
81 H -5.091 -1.189 2.368  0.000
82 H 6.164 1.607 -1.034  0.000
83 H 3.925 2.699 3.592  0.000
84 H -3.595 -4.263 -5.845  0.000
85 H -5.245 0.065 -0.797  0.000
86 H 6.192 -2.899 -0.441  0.000
87 H -6.016 0.720 0.665  0.000
88 H -3.020 -2.819 0.756  0.000
89 H -0.066 1.746 3.802  0.000
90 H 2.304 4.231 -0.565  0.000
91 H 5.603 3.071 -1.955  0.000
92 H -1.789 5.894 0.020  0.000
93 H 4.503 -1.883 3.586  0.000
94 H 2.482 -4.067 0.119  0.000
95 H 3.787 1.923 -3.288  0.000
96 H -5.111 2.744 2.641  0.000
97 H 2.160 -1.172 -2.353  -0.001
98 H -1.259 -3.529 -6.016  0.000
99 H 4.180 -4.100 0.790  0.000
100 H 4.328 -0.513 4.754  0.000
101 H -3.663 -0.963 -2.937  0.000
102 H 6.176 -1.233 0.125  0.000
103 H -2.246 0.101 -3.069  0.002
104 H -0.615 6.708 1.080  0.000
105 H -3.053 -0.715 -4.545  0.000
106 H 5.948 1.868 1.956  0.000
107 H 2.285 2.844 -2.901  0.000
108 H 2.861 -1.244 4.051  0.000



(2)
# C29H64GeO6PtSSi

A structure of composition C29H64GeO6PtSSi (ωB97M-V/def2-TZVPD, the Open Molecules 2025 dataset).

Computed properties:
total energy: -121880.1346 eV
HOMO-LUMO gap (spin up / spin down): 6.5 / 7.3 eV
2S+1: 2
net charge: -1
E_HOMO (spin up / spin down): -3.8825 / -4.6864 eV
max |F|: 0.0140 hartree/bohr

Each line ends with the Löwdin spin population.
CARTESIAN COORDINATES (ANGSTROEM)
1 Pt 1.278 0.557 -0.930  0.384
2 Ge 3.762 -0.306 1.025  0.003
3 S -1.041 -0.088 -0.942  0.055
4 Si -2.399 -0.755 0.468  0.015
5 O 2.215 -1.139 0.127  0.027
6 O -3.921 -0.251 0.062  0.006
7 O 2.826 1.284 1.377  0.011
8 O -2.095 -0.218 1.989  0.000
9 O -2.602 -2.387 0.618  0.004
10 O 4.249 0.352 -0.668  0.042
11 C -1.330 -1.952 3.498  0.000
12 C -3.226 -3.330 -0.259  0.000
13 C 6.273 1.406 0.194  0.001
14 C 3.633 -3.129 -0.097  0.000
15 C -2.696 -4.699 0.154  0.000
16 C 0.247 1.335 -4.125  0.011
17 C 1.168 -3.290 0.117  0.001
18 C 4.745 2.543 -1.422  0.009
19 C -4.184 0.998 -1.990  0.000
20 C 2.308 -2.450 -0.446  0.001
21 C -5.913 0.971 -0.181  0.000
22 C 1.344 3.587 -3.941  0.004
23 C -0.866 3.170 -2.832  0.019
24 C -2.301 -0.796 3.279  0.000
25 C 0.484 2.542 -3.224  0.043
26 C 2.254 0.658 3.679  0.000
27 C 5.326 1.195 -0.988  0.002
28 C -4.416 0.976 -0.481  0.000
29 C -3.753 2.176 0.195  0.000
30 C 2.600 3.024 2.950  0.000
31 C -2.024 0.314 4.291  0.000
32 C 2.192 -2.339 -1.965  0.005
33 C -2.871 -3.038 -1.714  0.001
34 C 2.090 1.644 2.521  0.000
35 C 0.619 1.738 2.134  0.000
36 C 1.149 2.158 -1.925  0.302
37 C 6.084 0.548 -2.150  0.000
38 C -4.741 -3.280 -0.053  0.000
39 C -3.751 -1.262 3.419  0.000
40 H 1.226 -1.914 -2.243  0.001
41 H 5.531 3.237 -1.739  0.000
42 H -3.219 -2.045 -2.003  0.000
43 H 4.054 2.389 -2.251  0.007
44 H 4.484 -2.581 -0.509  0.000
45 H 1.533 3.059 -1.414  0.030
46 H -0.339 1.626 -5.002  0.001
47 H 2.985 -1.694 -2.350  0.002
48 H -1.451 -2.368 4.502  0.000
49 H 2.282 -3.329 -2.425  0.000
50 H -4.595 1.911 -2.427  0.000
51 H -0.291 0.553 -3.587  0.001
52 H -6.388 1.879 -0.556  0.000
53 H 2.335 3.186 -4.166  0.001
54 H -4.980 -3.492 0.991  0.000
55 H -1.790 -3.067 -1.857  0.000
56 H -1.464 2.458 -2.257  0.000
57 H -3.119 0.942 -2.210  0.000
58 H 7.092 2.073 -0.090  0.000
59 H -3.339 -3.775 -2.371  0.000
60 H 1.198 0.922 -4.468  0.002
61 H -0.304 -1.597 3.389  0.000
62 H 1.667 0.993 4.538  0.000
63 H -6.386 0.108 -0.653  0.000
64 H 0.878 3.882 -4.885  0.000
65 H 1.898 -0.336 3.395  0.000
66 H 0.229 0.769 1.821  0.001
67 H 3.765 -3.216 0.982  0.000
68 H 5.740 1.855 1.035  0.000
69 H -2.143 -0.053 5.312  0.000
70 H -3.982 2.181 1.262  0.000
71 H -6.074 0.907 0.896  0.000
72 H 1.191 -4.296 -0.316  0.000
73 H 2.514 3.718 2.112  0.000
74 H -2.715 1.144 4.132  0.000
75 H -0.716 4.071 -2.234  0.001
76 H -4.429 -0.430 3.217  0.000
77 H 3.637 -4.135 -0.525  0.000
78 H 5.397 0.380 -2.981  0.000
79 H 0.208 -2.830 -0.103  0.000
80 H -1.614 -4.737 0.031  0.000
81 H -5.238 -4.025 -0.679  0.000
82 H -3.940 -1.629 4.431  0.000
83 H -3.149 -5.487 -0.449  0.000
84 H -1.507 -2.737 2.765  0.000
85 H -5.120 -2.291 -0.299  0.000
86 H 3.299 0.574 3.982  0.000
87 H 6.911 1.177 -2.495  0.000
88 H 2.026 3.420 3.793  0.000
89 H -2.670 2.131 0.075  0.000
90 H 1.272 -3.379 1.199  0.000
91 H 0.495 2.423 1.292  0.000
92 H 0.020 2.106 2.971  0.000
93 H 1.468 4.481 -3.326  0.000
94 H 4.189 2.983 -0.592  0.000
95 H -4.681 0.141 -2.451  0.000
96 H 6.484 -0.418 -1.838  0.000
97 H 6.699 0.456 0.525  0.000
98 H -3.961 -2.060 2.710  0.000
99 H -1.009 0.681 4.164  0.000
100 H -2.930 -4.883 1.205  0.000
101 H 3.651 2.962 3.238  0.000
102 H -1.422 3.449 -3.732  0.005
103 H -4.114 3.108 -0.246  0.000